Record 1
Density functional theory data (the ωB97M-V functional and the def2-TZVPD basis) for C33H21Cl5N6O3Re as an isolated structure in a non-equilibrium geometry.

M ... 913.04 g mol⁻¹
HOMO energy (spin up / spin down) ... -8.453 / -8.764 eV
HOMO-LUMO gap (spin up / spin down) ... 7.2 / 6.2 eV
Energy relative to the best compared isomer or geometry (same formula, charge and spin) ... 0.0 kcal/mol
Lowest unoccupied orbital energy (spin up / spin down) ... -1.236 / -2.532 eV
Net charge ... 0
2S+1 ... 4
⟨S²⟩ ... 3.772

Cartesian coordinates (Å):
Re1 -0.549 -0.155 0.318
C1 0.489 -2.801 -2.421
C2 0.150 -1.557 -3.206
C3 0.790 -1.334 -4.423
C4 0.492 -0.229 -5.202
C5 -0.498 0.645 -4.794
C6 -1.177 0.445 -3.595
C7 -2.338 1.351 -3.269
C8 -0.804 -0.632 -2.783
N1 -1.429 -0.745 -1.467
C9 -2.743 -1.134 -1.428
O1 -3.453 -1.468 -2.351
C10 -3.316 -1.066 -0.030
C11 -4.630 -1.296 0.295
C12 -5.025 -1.106 1.618
C13 -4.108 -0.686 2.577
C14 -2.808 -0.483 2.182
N2 -2.449 -0.691 0.915
C15 -1.678 -0.027 3.070
O2 -1.885 0.121 4.256
N3 -0.509 0.126 2.376
C16 0.713 0.216 3.151
C17 1.048 -0.841 3.999
C18 0.184 -2.072 4.145
C19 2.233 -0.757 4.723
C20 3.071 0.336 4.598
C21 2.721 1.372 3.750
C22 1.537 1.332 3.020
C23 1.173 2.500 2.140
H1 0.910 -3.554 -3.086
H2 -0.391 -3.225 -1.934
H3 1.224 -2.598 -1.648
H4 1.536 -2.047 -4.757
H5 1.011 -0.066 -6.140
H6 -0.769 1.491 -5.416
H7 -2.205 2.332 -3.729
H8 -2.485 1.489 -2.202
H9 -3.262 0.917 -3.657
H10 -5.307 -1.604 -0.489
H11 -6.058 -1.272 1.899
H12 -4.367 -0.510 3.613
H13 -0.291 -2.351 3.200
H14 -0.612 -1.908 4.875
H15 0.790 -2.915 4.480
H16 2.508 -1.580 5.372
H17 3.996 0.379 5.160
H18 3.365 2.239 3.656
H19 1.769 3.372 2.406
H20 0.121 2.763 2.241
H21 1.377 2.283 1.089
Cl1 0.769 5.418 -3.897
C24 0.838 3.986 -2.952
C25 -0.166 3.708 -2.041
Cl2 -1.527 4.738 -1.826
C26 -0.060 2.546 -1.292
Cl3 -1.322 2.118 -0.129
C27 0.983 1.651 -1.381
O3 1.047 0.550 -0.629
C28 1.985 1.938 -2.304
Cl4 3.280 0.825 -2.433
C29 1.913 3.088 -3.080
Cl5 3.154 3.411 -4.218
N4 0.653 -1.729 0.656
C30 1.749 -2.035 0.945
C31 2.999 -2.429 1.298
C32 4.108 -1.959 0.513
N5 4.997 -1.580 -0.114
C33 3.188 -3.276 2.440
N6 3.351 -3.964 3.349

The natural (NBO) scheme yields these atomic charges, measured in e: Re 1.61; C -0.63; C -0.03; C -0.20; C -0.20; C -0.22; C -0.04; C -0.64; C 0.20; N -0.71; C 0.63; O -0.58; C 0.15; C -0.20; C -0.12; C -0.20; C 0.15; N -0.47; C 0.62; O -0.57; N -0.69; C 0.18; C -0.02; C -0.65; C -0.20; C -0.19; C -0.20; C -0.04; C -0.63; H 0.22; H 0.22; H 0.22; H 0.21; H 0.22; H 0.21; H 0.22; H 0.20; H 0.24; H 0.26; H 0.24; H 0.26; H 0.20; H 0.24; H 0.24; H 0.22; H 0.22; H 0.21; H 0.23; H 0.21; H 0.21; Cl 0.07; C -0.14; C 0.02; Cl 0.06; C -0.16; Cl 0.20; C 0.35; O -0.69; C -0.11; Cl 0.10; C -0.05; Cl 0.08; N -0.57; C 0.59; C -0.53; C 0.30; N -0.32; C 0.31; N -0.33

Record 2
Density functional theory data (the ωB97M-V functional and the def2-TZVPD basis) for C33H21F6IN4O13S2TeW as an isolated structure.

M ... 1298.01 g mol⁻¹
HOMO energy (spin up / spin down) ... -7.760 / -7.807 eV
HOMO-LUMO gap (spin up / spin down) ... 7.0 / 6.4 eV
Energy relative to the best compared isomer or geometry (same formula, charge and spin) ... 2.0 kcal/mol
Lowest unoccupied orbital energy (spin up / spin down) ... -0.793 / -1.375 eV
Net charge ... 0
2S+1 ... 3
⟨S²⟩ ... 2.011

Cartesian coordinates (Å):
W1 0.199 0.486 -0.184
O1 -4.198 1.918 -4.324
C1 -3.193 1.641 -3.480
C2 -2.295 2.610 -3.030
C3 -1.309 2.218 -2.157
N1 -1.198 0.959 -1.750
C4 -2.042 0.023 -2.185
C5 -3.059 0.315 -3.056
C6 -1.711 -1.330 -1.617
O2 -2.240 -2.347 -1.984
O3 -0.737 -1.242 -0.739
C7 -0.239 3.097 -1.562
O4 -0.147 4.267 -1.823
O5 0.567 2.398 -0.795
H1 -4.204 2.855 -4.550
H2 -2.348 3.648 -3.335
H3 -3.733 -0.459 -3.393
F1 6.138 -1.373 1.384
C8 5.402 -0.761 0.465
F2 6.204 -0.103 -0.370
F3 4.739 -1.690 -0.239
S1 4.215 0.422 1.228
O6 3.401 0.863 0.132
O7 5.030 1.346 1.936
N2 3.444 -0.508 2.252
S2 2.041 -1.122 2.207
O8 1.325 -0.942 0.914
O9 1.260 -0.913 3.380
C9 2.357 -2.935 2.144
F4 1.193 -3.571 2.077
F5 3.083 -3.250 1.073
F6 3.004 -3.311 3.237
I1 4.795 1.855 -3.851
C10 3.521 0.398 -3.103
C11 3.641 -0.930 -3.480
C12 2.784 -1.857 -2.914
C13 1.840 -1.435 -2.001
N3 1.712 -0.144 -1.657
C14 2.547 0.760 -2.192
H4 4.397 -1.234 -4.191
H5 2.851 -2.906 -3.164
H6 1.163 -2.126 -1.521
H7 2.431 1.779 -1.857
Te1 -2.082 -1.136 2.742
C15 -2.251 -3.233 2.630
C16 -1.886 -3.898 1.462
C17 -2.005 -5.279 1.384
C18 -2.466 -6.002 2.475
C19 -2.814 -5.342 3.645
C20 -2.713 -3.960 3.723
C21 -3.864 -0.689 1.695
C22 -4.391 -1.524 0.717
C23 -5.505 -1.130 -0.013
C24 -6.098 0.103 0.220
C25 -5.584 0.934 1.206
C26 -4.479 0.536 1.946
H8 -1.503 -3.342 0.616
H9 -1.729 -5.787 0.469
H10 -2.551 -7.079 2.414
H11 -3.171 -5.903 4.500
H12 -2.997 -3.447 4.632
H13 -3.942 -2.487 0.516
H14 -5.905 -1.795 -0.768
H15 -6.965 0.408 -0.351
H16 -6.053 1.888 1.413
H17 -4.103 1.177 2.735
O10 -1.339 1.515 0.953
C27 -0.477 1.938 1.789
O11 0.711 1.530 1.624
C28 -0.841 2.841 2.891
C29 -2.157 3.277 3.015
C30 -2.511 4.115 4.059
C31 -1.555 4.519 4.977
C32 -0.253 4.073 4.826
C33 0.132 3.237 3.799
N4 0.763 4.510 5.806
O12 0.398 5.257 6.691
O13 1.898 4.122 5.643
H18 -2.887 2.954 2.285
H19 -3.532 4.457 4.161
H20 -1.797 5.171 5.803
H21 1.156 2.903 3.708

The Mulliken scheme yields these atomic charges, measured in e: W 1.50; O -0.53; C 0.98; C -0.56; C 0.32; N 0.35; C 0.39; C -0.76; C 0.34; O -0.69; O 0.12; C 0.13; O -0.68; O -0.86; H 0.32; H 0.48; H 0.61; F -0.23; C 0.59; F -0.23; F -0.15; S 1.23; O -0.55; O -0.66; N -0.82; S 1.37; O -0.29; O -0.73; C 0.48; F -0.13; F -0.19; F -0.22; I 0.09; C -0.64; C -0.01; C -1.13; C -0.17; N 0.09; C -0.18; H 0.42; H 0.47; H 0.49; H 0.63; Te 0.54; C 0.20; C -0.10; C -0.77; C -0.53; C -0.53; C -0.76; C -0.01; C -0.20; C -0.65; C -0.59; C -0.58; C -0.50; H 0.34; H 0.44; H 0.39; H 0.37; H 0.43; H 0.41; H 0.44; H 0.40; H 0.42; H 0.68; O -0.58; C 0.43; O -0.85; C 0.29; C -0.67; C -0.95; C -0.45; C -0.34; C -0.23; N 1.08; O -0.63; O -0.60; H 0.88; H 0.43; H 0.51; H 0.84

Record 3
Density functional theory data (the ωB97M-V functional and the def2-TZVPD basis) for C33H22AuF9N3O2P2S2 as an isolated structure in a non-equilibrium geometry.

M ... 986.59 g mol⁻¹
HOMO energy ... -5.155 eV
HOMO-LUMO gap ... 6.4 eV
Energy relative to the best compared isomer or geometry (same formula, charge and spin) ... 65.9 kcal/mol
Lowest unoccupied orbital energy ... 1.230 eV
Net charge ... -1

Cartesian coordinates (Å):
Au1 1.176 -1.520 -0.459
S1 -0.939 -2.767 -0.817
P1 -1.562 -0.850 -0.697
C1 -0.108 -0.006 -1.106
P2 0.215 1.660 -0.535
S2 2.080 2.216 -0.547
C2 -0.497 2.088 1.094
C3 -1.203 3.271 1.298
C4 -1.629 3.618 2.575
C5 -1.345 2.791 3.652
C6 -0.621 1.622 3.456
C7 -0.198 1.272 2.183
C8 -0.762 2.692 -1.705
C9 -2.148 2.566 -1.788
C10 -2.872 3.251 -2.753
C11 -2.206 4.072 -3.653
C12 -0.827 4.209 -3.575
C13 -0.106 3.522 -2.603
C14 -2.819 -0.613 -1.993
C15 -4.146 -1.001 -1.809
C16 -5.035 -0.955 -2.875
C17 -4.601 -0.536 -4.125
C18 -3.275 -0.165 -4.314
C19 -2.385 -0.205 -3.252
C20 -2.475 -0.642 0.873
C21 -3.448 0.338 1.053
C22 -4.068 0.493 2.285
C23 -3.729 -0.335 3.346
C24 -2.765 -1.318 3.173
C25 -2.134 -1.465 1.947
H1 -1.405 3.928 0.462
H2 -2.172 4.543 2.726
H3 -1.674 3.064 4.648
H4 -0.375 0.984 4.296
H5 0.386 0.372 2.029
H6 -2.660 1.928 -1.082
H7 -3.949 3.137 -2.806
H8 -2.766 4.604 -4.414
H9 -0.307 4.849 -4.277
H10 0.971 3.620 -2.524
H11 -4.480 -1.346 -0.838
H12 -6.066 -1.256 -2.730
H13 -5.296 -0.510 -4.956
H14 -2.932 0.147 -5.293
H15 -1.346 0.079 -3.377
H16 -3.745 0.978 0.232
H17 -4.819 1.263 2.412
H18 -4.216 -0.212 4.305
H19 -2.498 -1.971 3.994
H20 -1.383 -2.232 1.810
N1 3.198 -4.803 -1.204
C26 3.192 -3.586 -0.583
O1 2.162 -3.296 0.154
C27 4.245 -2.720 -0.720
C28 5.311 -3.076 -1.574
N2 6.150 -3.469 -2.269
C29 4.113 -1.403 -0.003
N3 5.368 -0.605 0.034
H21 2.472 -5.446 -0.953
H22 4.044 -5.146 -1.623
F1 6.630 -0.327 1.967
C30 5.900 -1.175 1.199
F2 6.703 -2.260 1.042
F3 6.186 -0.509 -1.072
C31 4.488 -1.544 1.661
O2 3.041 -0.652 -0.291
C32 4.372 -2.849 2.445
F4 4.678 -3.948 1.755
F5 5.221 -2.836 3.502
F6 3.137 -3.021 2.947
C33 3.809 -0.414 2.449
F7 4.154 -0.450 3.762
F8 2.469 -0.533 2.416
F9 4.121 0.798 2.013

The Mulliken scheme yields these atomic charges, measured in e: Au 0.85; S -0.60; P 1.26; C -0.08; P 1.67; S -0.65; C 0.13; C -0.38; C -0.74; C -0.63; C -0.63; C 0.00; C -0.44; C 0.05; C -0.66; C -0.63; C -0.56; C -0.78; C 0.31; C -0.37; C -0.73; C -0.46; C -0.66; C -0.53; C 0.54; C 0.19; C -0.77; C -0.52; C -0.80; C -0.90; H 0.42; H 0.41; H 0.39; H 0.49; H 0.17; H 0.26; H 0.47; H 0.36; H 0.40; H 0.37; H 0.43; H 0.41; H 0.40; H 0.42; H 0.40; H 0.27; H 0.41; H 0.40; H 0.42; H 0.44; N -0.48; C 0.99; O -0.80; C 0.01; C -0.68; N -0.70; C 1.14; N -0.28; H 0.24; H 0.19; F -0.36; C 0.69; F -0.32; F -0.26; C 1.31; O -0.89; C 0.41; F -0.26; F -0.31; F -0.25; C 0.12; F -0.36; F -0.16; F -0.26